*w*
Formula: C4H14N3
Source: the OMol25 dataset
Level of theory: ωB97M-V/def2-TZVPD

Cartesian coordinates (Å):
C (-0.84, -1.92, 1.95)
C (-0.89, -0.14, 0.29)
N (-0.82, -0.51, 1.63)
N (-1.06, -1.07, -0.74)
N (-1.04, 1.18, -0.11)
H (-1.50, -0.04, 2.22)
H (-1.22, -2.06, -0.66)
H (-0.95, -0.79, -1.69)
H (-0.89, 1.93, 0.54)
H (-1.39, 1.40, -1.02)
H (-0.28, -2.10, 2.87)
H (-0.33, -2.50, 1.20)
H (-1.83, -2.37, 2.06)
C (2.20, 1.14, -0.63)
C (2.11, 1.15, -2.14)
H (1.31, 0.94, -0.06)
H (2.92, 0.37, -0.32)
H (2.62, 2.06, -0.21)
H (2.03, 0.13, -2.52)
H (1.16, 1.57, -2.48)
H (2.89, 1.72, -2.65)

Properties
LUMO level (alpha / beta)   1.066 / 0.910 eV
Multiplicity   2
HOMO level (alpha / beta)   -3.9175 / -9.1574 eV
Kohn-Sham gap (alpha / beta)   4.98 / 10.07 eV

These are the Löwdin partial charges, in e, on atoms 1 to 5:
1 C -0.14
2 C -0.53
3 N -0.06
4 N 0.09
5 N 0.08

*x*
Formula: C4H14N3
Source: the OMol25 dataset
Level of theory: ωB97M-V/def2-TZVPD

Cartesian coordinates (Å):
N (1.48, 1.98, 0.04)
C (0.11, 2.07, -0.61)
C (-0.89, 1.27, 0.23)
N (-0.31, -0.03, 0.61)
C (0.04, -0.86, -0.52)
C (0.20, -2.33, 0.06)
N (-1.06, -2.62, 0.82)
H (1.61, 2.89, 0.52)
H (1.31, 1.21, 0.74)
H (2.31, 1.81, -0.58)
H (-0.34, 3.06, -0.65)
H (0.22, 1.94, -1.70)
H (-1.02, 1.88, 1.12)
H (-1.74, 1.04, -0.44)
H (-1.06, -0.54, 1.08)
H (1.07, -0.65, -0.85)
H (-0.53, -0.77, -1.46)
H (0.27, -3.06, -0.74)
H (1.05, -2.24, 0.70)
H (-1.83, -2.67, 0.16)
H (-0.88, -3.36, 1.48)

Properties
LUMO level (alpha / beta)   0.926 / 0.793 eV
Multiplicity   2
HOMO level (alpha / beta)   -3.2870 / -9.5810 eV
Kohn-Sham gap (alpha / beta)   4.21 / 10.37 eV

These are the Löwdin partial charges, in e, on atoms 1 to 5:
1 N 0.03
2 C -0.30
3 C -0.22
4 N -0.12
5 C -0.27

The structure with the most favorable energy is *w*; the runner-up is 1.691 eV above it.

*w*
Formula: C9H11N2OS
Source: the OMol25 dataset
Level of theory: ωB97M-V/def2-TZVPD

Cartesian coordinates (Å):
C (0.51, -1.89, -0.19)
C (1.57, -2.74, -0.17)
C (3.11, -1.09, 0.05)
C (0.77, -0.53, -0.07)
C (2.14, -0.16, 0.11)
C (0.69, 1.84, -0.38)
C (-2.32, 1.56, -0.67)
C (-2.10, -0.10, 1.17)
C (-1.60, 0.30, -0.27)
N (2.84, -2.34, -0.18)
N (-0.16, 0.46, -0.21)
O (3.35, 2.33, 0.04)
S (2.20, 1.60, 0.59)
H (-0.47, -2.27, -0.21)
H (1.46, -3.87, -0.21)
H (4.10, -0.79, 0.19)
H (0.24, 2.84, -0.29)
H (-2.38, 2.37, -0.05)
H (-1.99, 1.77, -1.75)
H (-3.42, 1.53, -0.86)
H (-3.09, 0.26, 1.21)
H (-1.60, 0.56, 1.86)
H (-2.08, -1.17, 1.38)
H (-1.78, -0.46, -1.09)

Properties
LUMO level (alpha / beta)   -6.989 / -7.086 eV
Charge   +1
HOMO level (alpha / beta)   -13.9735 / -13.9303 eV
Kohn-Sham gap (alpha / beta)   6.98 / 6.84 eV

These are the Löwdin partial charges, in e, on atoms 1 to 5:
1 C 0.03
2 C -0.08
3 C -0.12
4 C -0.24
5 C -0.24

*x*
Formula: C9H11N2OS
Source: the OMol25 dataset
Level of theory: ωB97M-V/def2-TZVPD

Cartesian coordinates (Å):
C (-3.27, -2.10, 1.18)
C (-3.47, -0.86, 1.85)
C (-2.16, -2.29, 0.40)
C (-2.49, 0.13, 1.77)
C (-1.15, -1.38, 0.39)
C (-1.35, -0.15, 1.00)
C (2.10, 0.64, 2.33)
C (1.06, 0.75, 1.61)
C (1.69, 1.19, -2.10)
N (1.21, 2.06, -2.92)
N (2.95, 0.74, -2.33)
O (1.17, 0.73, -1.11)
S (-0.27, 1.25, 0.87)
H (-4.12, -2.74, 0.91)
H (-4.35, -0.79, 2.35)
H (-2.19, -3.12, -0.27)
H (-2.64, 1.04, 2.31)
H (-0.35, -1.68, -0.26)
H (2.23, 0.95, 3.46)
H (3.09, 0.27, 1.83)
H (0.35, 2.57, -2.78)
H (1.77, 2.60, -3.57)
H (3.29, 0.29, -1.53)
H (3.59, 1.12, -3.06)

Properties
LUMO level   -4.629 eV
Charge   +1
HOMO level   -12.8455 eV
Kohn-Sham gap   8.22 eV

These are the Löwdin partial charges, in e, on atoms 1 to 5:
1 C -0.04
2 C -0.03
3 C -0.08
4 C -0.08
5 C -0.07

The structure with the most favorable energy is *x*; the runner-up is 2.789 eV above it.

*w*
Formula: H27O14
Source: the OMol25 dataset
Level of theory: ωB97M-V/def2-TZVPD

Cartesian coordinates (Å):
O (0.84, -0.87, 2.05)
H (2.29, -1.86, -1.04)
O (2.16, -0.60, -1.88)
H (0.84, -1.60, 1.40)
H (-0.05, -2.82, -2.34)
O (0.52, 1.71, 2.75)
H (1.16, -3.94, -2.20)
H (0.38, 0.34, -2.73)
O (0.20, 1.31, -2.55)
H (2.69, 0.04, -3.91)
H (0.84, 1.67, -1.89)
O (2.99, 0.93, -4.06)
H (-2.56, 2.43, -2.14)
H (1.58, 0.02, -1.00)
O (1.11, 0.77, -0.19)
H (3.35, -2.75, -0.40)
H (-2.19, -0.62, 2.56)
O (-2.13, 2.58, -2.99)
H (1.95, -0.30, 3.70)
H (0.25, 0.52, -0.53)
O (0.27, -3.77, -2.55)
H (0.08, 1.26, 3.47)
H (-2.41, -1.73, -2.79)
O (1.77, 0.41, 4.29)
H (2.17, 1.30, 4.12)
H (0.25, 1.34, 1.90)
O (-2.67, 2.07, 3.69)
H (-2.25, 1.27, 4.01)
H (-2.07, 2.53, 3.04)
O (-1.63, -0.36, 3.32)
H (-1.47, 1.87, -2.98)
H (-2.33, -1.34, -1.24)
O (2.41, -2.73, -0.51)
H (-3.25, 0.26, 1.60)
H (-0.83, -0.90, 3.15)
O (-2.74, -1.13, -2.08)
H (2.35, 1.71, -3.82)
H (1.15, -0.18, 1.44)
O (-3.74, 0.31, 0.82)
H (2.91, -0.29, -2.40)
H (-4.20, 1.15, 0.90)

Properties
LUMO level   2.523 eV
Charge   -1
HOMO level   -6.9704 eV
Kohn-Sham gap   9.49 eV

These are the Löwdin partial charges, in e, on atoms 1 to 5:
1 O -0.10
2 H -0.03
3 O -0.26
4 H 0.06
5 H 0.06

*x*
Formula: H27O14
Source: the OMol25 dataset
Level of theory: ωB97M-V/def2-TZVPD

Cartesian coordinates (Å):
O (2.88, -3.16, -1.49)
H (2.90, -2.21, -1.40)
O (-2.25, 2.23, -1.15)
H (-2.15, 4.81, -0.36)
H (-0.76, -3.12, 0.35)
O (4.21, 2.83, 1.81)
H (-0.45, -2.24, -0.73)
H (-0.29, -0.30, 0.06)
O (-0.64, -0.32, 1.01)
H (1.29, 0.58, -1.18)
H (0.02, 0.07, 1.56)
O (2.08, 1.29, -1.27)
H (0.26, -0.11, -2.17)
H (-4.66, 0.96, 0.24)
O (-4.84, 1.77, -0.25)
H (-2.06, 4.11, 0.90)
H (2.34, 0.16, -3.81)
O (0.40, -0.60, -1.36)
H (-0.78, -2.36, 2.86)
H (-4.00, 2.18, -0.53)
O (-0.54, -3.24, -0.59)
H (3.50, 3.29, 1.38)
H (1.28, 1.07, 1.68)
O (-1.37, -1.79, 3.35)
H (-1.23, -0.96, 2.93)
H (3.93, 1.94, 2.01)
O (-3.61, -0.15, 2.20)
H (-2.80, -0.44, 1.75)
H (-3.71, -0.66, 3.00)
O (1.98, 0.97, -4.30)
H (2.59, 1.27, -0.46)
H (2.26, 0.08, 1.18)
O (-1.44, 4.59, 0.28)
H (0.48, -5.01, -0.57)
H (1.53, 1.42, -3.56)
O (1.91, 0.38, 2.03)
H (-2.64, 1.37, -1.44)
H (2.40, -3.38, -2.28)
O (1.34, -4.96, -0.14)
H (-1.67, 2.72, -1.76)
H (1.50, -4.09, -0.57)

Properties
LUMO level   2.410 eV
Charge   -1
HOMO level   -6.8278 eV
Kohn-Sham gap   9.24 eV

These are the Löwdin partial charges, in e, on atoms 1 to 5:
1 O -0.04
2 H 0.04
3 O -0.09
4 H 0.03
5 H 0.04

*y*
Formula: H27O14
Source: the OMol25 dataset
Level of theory: ωB97M-V/def2-TZVPD

Cartesian coordinates (Å):
O (-2.58, -0.67, 0.00)
H (-1.81, -0.11, 0.41)
O (-3.12, 3.82, -1.50)
H (-0.05, -1.31, 1.47)
H (-1.60, -0.80, 5.01)
O (-0.73, 3.02, 1.16)
H (-0.32, -0.46, 4.21)
H (-0.21, -0.98, -2.09)
O (-1.02, -1.33, -2.40)
H (-0.02, -0.16, 0.16)
H (-1.59, -1.03, -1.68)
O (3.93, 1.94, 0.77)
H (-3.32, -0.12, -0.36)
H (-2.68, 3.78, -0.64)
O (1.28, -4.17, 0.25)
H (3.64, 1.32, 0.09)
H (0.28, -4.23, 0.08)
O (-0.37, 0.70, -0.03)
H (-0.49, 0.92, -4.50)
H (-0.09, 1.39, 0.54)
O (-0.97, -0.08, 4.90)
H (-1.52, 2.50, 1.20)
H (3.14, 2.49, 0.94)
O (1.47, -1.14, -2.46)
H (1.83, -1.96, -2.17)
H (-0.70, 3.48, 0.33)
O (3.91, -1.23, -0.91)
H (3.12, -1.44, -0.37)
H (3.52, -1.09, -1.80)
O (0.92, -1.38, 0.21)
H (1.23, -3.37, -0.31)
H (0.97, -1.91, 2.63)
O (0.13, -1.37, 2.53)
H (-2.00, 1.57, 3.24)
H (1.61, -1.59, 0.83)
O (-0.04, 0.67, -5.34)
H (1.01, -0.75, -1.63)
H (0.50, -0.06, -5.06)
O (-2.62, 1.29, 2.59)
H (-3.22, 3.00, -1.86)
H (-2.99, 0.51, 2.86)

Properties
LUMO level   2.429 eV
Charge   -1
HOMO level   -6.6572 eV
Kohn-Sham gap   9.09 eV

These are the Löwdin partial charges, in e, on atoms 1 to 5:
1 O -0.13
2 H 0.03
3 O -0.01
4 H 0.06
5 H 0.02

The structure with the most favorable energy is *x*; the runner-up is 0.383 eV above it.

*w*
Formula: C8H13N
Source: the OMol25 dataset
Level of theory: ωB97M-V/def2-TZVPD

Cartesian coordinates (Å):
C (-3.19, -0.18, -1.24)
C (-2.07, -0.19, -0.27)
C (-2.20, -0.29, 1.05)
C (-0.94, -0.23, 1.70)
N (0.19, -0.20, 1.95)
H (-4.17, -0.19, -0.76)
H (-3.14, -1.03, -1.92)
H (-3.12, 0.72, -1.85)
H (-0.85, 0.12, -0.70)
H (-3.11, -0.22, 1.64)
C (0.73, 0.15, -1.04)
C (1.56, 0.11, 0.06)
C (2.35, -1.13, 0.37)
C (2.11, 1.38, 0.63)
H (0.76, -0.70, -1.72)
H (0.65, 1.09, -1.58)
H (3.33, -1.06, -0.09)
H (1.85, -2.02, 0.00)
H (2.48, -1.23, 1.45)
H (1.44, 2.22, 0.44)
H (3.08, 1.60, 0.18)
H (2.25, 1.28, 1.71)

Properties
LUMO level   0.822 eV
SMILES   C/C=C/C#N.C=C(C)C
HOMO level   -8.2575 eV
Kohn-Sham gap   9.08 eV

These are the Löwdin partial charges, in e, on atoms 1 to 5:
1 C -0.10
2 C -0.15
3 C -0.12
4 C -0.19
5 N 0.18

*x*
Formula: C8H13N
Source: the OMol25 dataset
Level of theory: ωB97M-V/def2-TZVPD

Cartesian coordinates (Å):
C (-0.77, -1.81, -0.46)
C (-1.51, -0.50, -0.55)
C (-1.07, 0.49, -1.53)
C (-2.53, -0.21, 0.27)
C (-0.06, 0.34, -2.39)
H (-1.65, 1.40, -1.57)
H (-0.81, -2.34, -1.41)
H (0.28, -1.64, -0.22)
H (-1.19, -2.45, 0.31)
H (-2.88, -0.91, 1.02)
H (-3.07, 0.73, 0.20)
H (0.19, 1.11, -3.11)
H (0.57, -0.54, -2.40)
C (2.07, 2.10, 0.91)
C (1.10, 0.53, 1.78)
C (1.79, -0.55, 2.10)
N (1.92, 2.23, -0.29)
H (1.24, 1.66, -0.81)
H (2.15, 1.86, 1.99)
H (0.02, 0.55, 1.66)
H (1.33, -1.51, 2.33)
H (2.88, -0.53, 2.18)

Properties
LUMO level   0.710 eV
HOMO level   -7.8181 eV
Kohn-Sham gap   8.53 eV

These are the Löwdin partial charges, in e, on atoms 1 to 5:
1 C -0.07
2 C -0.39
3 C -0.17
4 C 0.05
5 C 0.00

*y*
Formula: C8H13N
Source: the OMol25 dataset
Level of theory: ωB97M-V/def2-TZVPD

Cartesian coordinates (Å):
H (-3.17, 0.25, 1.13)
N (-2.36, -0.32, 0.86)
C (-1.41, 0.32, 0.35)
C (-1.36, 1.80, 0.10)
C (-0.21, -0.44, -0.13)
C (1.10, 0.00, 0.45)
C (1.16, 0.39, 1.71)
C (2.31, -0.06, -0.43)
C (-0.40, -1.91, -0.43)
C (-0.31, -0.93, -1.55)
H (-2.23, 2.30, 0.52)
H (-1.34, 1.99, -0.97)
H (-0.46, 2.23, 0.53)
H (0.29, 0.41, 2.35)
H (2.09, 0.69, 2.16)
H (3.19, 0.26, 0.13)
H (2.20, 0.61, -1.28)
H (2.48, -1.06, -0.80)
H (-1.36, -2.33, -0.17)
H (0.44, -2.56, -0.25)
H (0.57, -0.93, -2.18)
H (-1.22, -0.70, -2.09)

Properties
LUMO level   0.983 eV
SMILES   [H]/N=C(\C)C1(C(=C)C)CC1
HOMO level   -9.0299 eV
Kohn-Sham gap   10.01 eV

These are the Löwdin partial charges, in e, on atoms 1 to 5:
1 H 0.06
2 N 0.17
3 C -0.40
4 C -0.02
5 C -0.38

The structure with the most favorable energy is *y*; the runner-up is 1.924 eV above it.